The following is a quantum chemistry calculation of a 8-piece molecular cluster, C56H63IN10O5S overall in a non-equilibrium geometry, from the Open Molecules 2025 dataset.

```
! RIJCOSX wB97M-V def2-TZVPD def2/J DEFGRID3
* xyz 0 1
C 7.2838 0.6794 0.5485
N 6.6234 0.1666 -0.6460
C 5.7866 1.1326 -1.3121
N 4.3024 0.9069 -1.1465
C 3.5852 2.0110 -1.6991
O 3.9067 2.5908 -2.6839
C 2.4238 2.2483 -0.8078
C 1.3647 3.1429 -0.9062
S 1.3608 4.2672 -2.2809
C 0.3840 3.1452 0.1163
C -0.6860 4.2111 0.0640
C -0.1582 5.6107 0.5492
C 1.1761 5.5741 1.2336
N 1.2355 5.0122 2.5581
O 2.1573 6.0092 0.6954
C 0.4337 2.1904 1.1665
C -0.6782 2.1976 2.1956
C -2.0338 1.6925 1.6696
C -2.1019 0.2236 1.2466
C -2.4157 0.0369 -0.2376
O -2.5244 1.3067 -0.9223
C -1.6001 1.5475 -1.8448
O -1.6018 2.5583 -2.4759
C 1.5207 1.2716 1.2514
C 1.6454 0.2743 2.3729
C 1.3633 -1.2349 2.0935
C 2.4390 -2.1588 2.6832
I 1.1053 -1.7659 0.0265
C 2.4885 1.3827 0.2593
C 3.7633 0.5930 0.0993
O 4.2071 -0.1914 0.8959
H 6.6627 1.3882 1.1038
H 8.1703 1.2358 0.2485
H 7.5869 -0.1215 1.2088
H 6.1299 -0.6910 -0.4566
H 5.9715 1.0932 -2.3770
H 6.0192 2.1245 -0.9340
H 0.0883 4.1264 -2.6801
H -1.0356 4.3421 -0.9486
H -1.5258 3.9706 0.6875
H -0.1087 6.3307 -0.2557
H -0.8768 5.9901 1.2757
H 1.8423 4.1985 2.5102
H 1.7414 5.6789 3.1327
H -0.8409 3.2273 2.5006
H -0.4470 1.6382 3.0906
H -2.3708 2.3591 0.8926
H -2.7216 1.8358 2.5020
H -2.8781 -0.2670 1.8254
H -1.1847 -0.2820 1.5321
H -1.6938 -0.5798 -0.7606
H -3.3669 -0.4721 -0.3615
H -0.8172 0.8002 -2.0133
H 2.6541 0.3301 2.7661
H 1.0015 0.5654 3.1893
H 0.4483 -1.5139 2.5999
H 1.9625 -3.0581 3.0578
H 2.9618 -1.6982 3.5102
H 3.1505 -2.4981 1.9456
N -2.5352 3.7709 5.4085
C -2.0608 5.0013 5.2247
C -2.8552 6.0895 4.8948
C -4.2175 5.8883 4.7412
C -4.7282 4.6136 4.9249
C -3.8473 3.5956 5.2577
H -0.9889 5.1137 5.3448
H -2.4146 7.0678 4.7593
H -4.8710 6.7109 4.4807
H -5.7841 4.4105 4.8106
H -4.2058 2.5830 5.4101
N 3.0658 -5.2920 2.1719
C 4.3129 -5.7562 2.1435
C 4.6442 -7.0444 1.7492
C 3.6231 -7.9011 1.3656
C 2.3192 -7.4324 1.3917
C 2.0967 -6.1255 1.7994
H 5.0802 -5.0531 2.4542
H 5.6770 -7.3671 1.7433
H 3.8387 -8.9152 1.0509
H 1.4924 -8.0663 1.1009
H 1.0909 -5.7175 1.8294
N -7.0323 3.4017 1.4539
C -7.7858 3.6026 0.3740
C -7.3604 3.3469 -0.9214
C -6.0782 2.8568 -1.1082
C -5.2801 2.6414 0.0009
C -5.8036 2.9279 1.2534
H -8.7814 3.9900 0.5632
H -8.0184 3.5290 -1.7606
H -5.7058 2.6449 -2.1009
H -4.2769 2.2606 -0.1051
H -5.2103 2.7711 2.1496
N 5.2527 -2.3733 4.2061
C 5.5937 -3.1494 5.2333
C 6.8974 -3.3188 5.6728
C 7.9064 -2.6444 5.0053
C 7.5701 -1.8340 3.9337
C 6.2324 -1.7308 3.5740
H 4.7731 -3.6617 5.7250
H 7.1135 -3.9618 6.5149
H 8.9384 -2.7489 5.3152
H 8.3304 -1.2927 3.3878
H 5.9209 -1.1076 2.7419
N -6.7485 0.1790 -2.8448
C -7.9140 0.4040 -3.4463
C -8.1442 0.1601 -4.7927
C -7.1025 -0.3420 -5.5548
C -5.8820 -0.5829 -4.9447
C -5.7599 -0.3073 -3.5918
H -8.6987 0.8033 -2.8123
H -9.1122 0.3626 -5.2297
H -7.2386 -0.5417 -6.6105
H -5.0422 -0.9724 -5.5043
H -4.8218 -0.4799 -3.0740
N -6.5269 3.7318 -8.8912
C -6.4674 2.7491 -7.9955
C -5.3677 2.5096 -7.1859
C -4.2638 3.3371 -7.3148
C -4.3074 4.3644 -8.2428
C -5.4586 4.5180 -9.0015
H -7.3515 2.1235 -7.9268
H -5.3780 1.6971 -6.4734
H -3.3851 3.1843 -6.7010
H -3.4691 5.0338 -8.3769
H -5.5345 5.3115 -9.7370
N 3.9787 -10.4636 -0.5824
C 4.5991 -9.6303 -1.4179
C 5.0109 -9.9867 -2.6924
C 4.7708 -11.2803 -3.1249
C 4.1292 -12.1601 -2.2693
C 3.7544 -11.7028 -1.0158
H 4.7694 -8.6270 -1.0414
H 5.5074 -9.2666 -3.3279
H 5.0783 -11.5973 -4.1130
H 3.9215 -13.1790 -2.5652
H 3.2461 -12.3584 -0.3173
*
```

## Properties
HOMO: -8.50 eV
Total energy: -3791.33454 Eh
Frontier orbital gap: 8.353 eV
Strongest force on any atom: 1.5 eV Å⁻¹

Results of the Löwdin charge analysis, in e, for atoms 1 through 2: C -0.1253; N -0.0927